{"formula": "C58H136N7O13", "method": "ωB97M-V with the def2-TZVPD basis set", "homo_energy_ev": -12.028, "total_charge": 3, "e_lumo_ev": -6.65, "total_energy_ha": -3651.77880, "gap_ev": 5.379, "species": ["C", "C", "C", "O", "C", "N", "H", "H", "H", "H", "H", "H", "H", "H", "H", "H", "H", "H", "C", "C", "C", "O", "C", "N", "H", "H", "H", "H", "H", "H", "H", "H", "H", "H", "H", "H", "C", "C", "C", "O", "C", "N", "H", "H", "H", "H", "H", "H", "H", "H", "H", "H", "H", "H", "C", "C", "C", "C", "N", "C", "C", "C", "C", "C", "C", "C", "H", "H", "H", "H", "H", "H", "H", "H", "H", "H", "H", "H", "H", "H", "H", "H", "H", "H", "H", "H", "H", "H", "H", "H", "C", "C", "C", "C", "N", "C", "C", "C", "C", "C", "C", "C", "H", "H", "H", "H", "H", "H", "H", "H", "H", "H", "H", "H", "H", "H", "H", "H", "H", "H", "H", "H", "H", "H", "H", "H", "C", "C", "N", "C", "C", "C", "C", "C", "O", "C", "H", "H", "H", "H", "H", "H", "H", "H", "H", "H", "H", "H", "H", "H", "H", "H", "H", "H", "H", "H", "C", "C", "N", "C", "C", "C", "C", "C", "O", "C", "H", "H", "H", "H", "H", "H", "H", "H", "H", "H", "H", "H", "H", "H", "H", "H", "H", "H", "H", "H", "C", "C", "O", "O", "H", "H", "H", "C", "C", "O", "O", "H", "H", "H", "C", "C", "O", "O", "H", "H", "H", "C", "C", "O", "O", "H", "H", "H"], "coordinates": [[-6.241695, -25.495014, 17.546553], [-7.383997, -24.720481, 16.842333], [-7.676485, -25.173166, 15.431441], [-8.839008, -24.481735, 14.858794], [-8.418295, -23.243575, 14.380845], [-8.642892, -24.651666, 17.682351], [-9.502849, -24.571581, 17.158744], [-8.762100, -25.471199, 18.260495], [-8.509208, -23.947618, 18.394084], [-5.456023, -25.683003, 16.814796], [-6.579950, -26.394626, 18.060725], [-5.626973, -25.022395, 18.312621], [-7.017556, -23.695161, 16.791938], [-7.931959, -26.213255, 15.634095], [-6.839899, -25.187594, 14.732866], [-8.389989, -22.575069, 15.241299], [-9.250849, -22.867670, 13.786160], [-7.520591, -23.266822, 13.763023], [-5.218206, -17.894025, 9.647393], [-3.740401, -17.514573, 9.698366], [-3.408930, -16.060529, 9.382394], [-1.977695, -15.812004, 9.597712], [-1.431574, -14.592585, 9.098362], [-3.243373, -17.851641, 11.137581], [-3.204184, -18.850631, 11.281079], [-2.315133, -17.513891, 11.348266], [-3.747789, -17.354254, 11.857491], [-5.353241, -18.959977, 9.464043], [-5.702729, -17.374034, 8.820987], [-5.774754, -17.776180, 10.577163], [-3.095328, -18.136231, 9.077461], [-4.060538, -15.387123, 9.939196], [-3.614829, -15.930615, 8.319927], [-1.531360, -13.655930, 9.646832], [-1.865884, -14.312985, 8.138513], [-0.365871, -14.766948, 8.950098], [-4.519481, -22.217203, 13.300163], [-4.905303, -23.177324, 12.178096], [-5.727350, -22.528230, 11.103887], [-7.098339, -22.208915, 11.542128], [-7.561279, -20.960372, 11.109835], [-3.581477, -23.770241, 11.560075], [-3.002793, -24.165463, 12.287405], [-3.919918, -24.454070, 10.898312], [-3.032676, -23.038436, 11.131837], [-3.950175, -21.339666, 12.993718], [-3.829862, -22.685266, 14.002627], [-5.371330, -21.887422, 13.894882], [-5.414410, -23.987792, 12.699672], [-5.891834, -23.137352, 10.215066], [-5.248959, -21.648751, 10.672893], [-7.999770, -21.011610, 10.113234], [-6.860554, -20.125590, 11.124434], [-8.338671, -20.727242, 11.837444], [1.545765, -23.807245, 18.959583], [1.145202, -22.388602, 18.616084], [-0.183741, -22.297857, 17.968134], [-0.481409, -20.844309, 17.719805], [-1.151884, -20.440141, 16.351287], [-0.369666, -20.882257, 15.089886], [-0.667291, -19.816423, 13.995874], [-1.572683, -18.808681, 14.722315], [-1.343873, -18.889570, 16.123464], [-2.525405, -21.195465, 16.268447], [-3.472780, -20.870604, 17.470137], [-4.833735, -21.485329, 17.307192], [1.048273, -24.217569, 19.838351], [2.626622, -23.848013, 19.094369], [1.267017, -24.530403, 18.193130], [1.885457, -21.933904, 17.957768], [1.125405, -21.724336, 19.480064], [-0.936669, -22.757921, 18.608077], [-0.123101, -22.880592, 17.048968], [0.375409, -20.176024, 17.634053], [-1.017255, -20.387258, 18.551716], [-0.698410, -21.881215, 14.803337], [0.649067, -20.909148, 15.476618], [-1.223171, -20.335166, 13.214845], [0.199509, -19.368943, 13.509551], [-2.637028, -18.921528, 14.516037], [-1.435306, -17.814184, 14.297812], [-2.161657, -18.479860, 16.716320], [-0.385646, -18.443132, 16.389155], [-2.196502, -22.220154, 16.095409], [-2.912123, -20.848095, 15.310378], [-3.584971, -19.799129, 17.635813], [-2.980934, -21.166965, 18.396617], [-5.313849, -21.102626, 16.406563], [-5.552079, -21.402861, 18.122839], [-4.857747, -22.532794, 17.006619], [-3.897755, -19.252394, 5.084138], [-5.313580, -19.861220, 4.898821], [-5.545937, -21.113487, 5.735130], [-6.937624, -21.575196, 5.546498], [-7.261516, -22.938140, 6.246516], [-8.835979, -23.140916, 6.436292], [-9.090133, -24.098492, 7.538948], [-7.932349, -23.778680, 8.484414], [-6.932173, -22.830527, 7.741748], [-6.560386, -24.228459, 5.701569], [-6.976799, -24.680034, 4.329530], [-6.103699, -25.880198, 3.893856], [-3.619923, -18.479264, 4.367771], [-3.080893, -19.973212, 5.119499], [-3.880152, -18.713891, 6.031648], [-5.496494, -20.094063, 3.849817], [-6.106712, -19.140901, 5.099274], [-5.456109, -20.882822, 6.796644], [-4.877689, -21.937116, 5.483771], [-7.231017, -21.796846, 4.520395], [-7.641600, -20.786113, 5.810801], [-9.201076, -23.501397, 5.474593], [-9.309394, -22.168742, 6.573586], [-8.992629, -25.059599, 7.034106], [-10.073209, -24.019650, 8.003104], [-7.411876, -24.705942, 8.723993], [-8.259640, -23.320552, 9.417741], [-5.896176, -23.037120, 8.010318], [-7.357372, -21.863854, 8.011667], [-6.832277, -24.946706, 6.475063], [-5.488821, -24.028983, 5.693031], [-6.932668, -23.936775, 3.533471], [-8.024020, -24.982361, 4.334907], [-6.328004, -26.723758, 4.546689], [-5.069680, -25.547878, 3.985898], [-6.339826, -26.239119, 2.892109], [1.512072, -27.092662, 11.775624], [0.910179, -25.665368, 11.737667], [1.783645, -24.605011, 12.472480], [3.154607, -24.437251, 11.788942], [1.081061, -23.192249, 12.399133], [0.786004, -22.717780, 10.872989], [2.123109, -25.016610, 13.994991], [2.465011, -23.850603, 14.931135], [3.613745, -23.100318, 14.442122], [4.115371, -22.082559, 15.357435], [0.847612, -27.881811, 11.423700], [1.822422, -27.408169, 12.771724], [2.430937, -27.310891, 11.231405], [-0.088333, -25.542274, 12.157096], [0.647022, -25.326639, 10.735611], [3.645799, -23.467773, 11.872411], [3.068469, -24.524349, 10.705846], [3.743360, -25.315314, 12.054416], [1.753931, -22.503719, 12.910293], [0.152347, -23.268832, 12.964578], [1.482438, -23.162623, 10.162224], [0.867230, -21.632587, 10.810862], [-0.239345, -22.867059, 10.534658], [2.937463, -25.740902, 14.012992], [1.207902, -25.526037, 14.296641], [2.846524, -24.233714, 15.877587], [1.564499, -23.256163, 15.085445], [4.905580, -21.458420, 14.940167], [4.608774, -22.579280, 16.192861], [3.414723, -21.393908, 15.829597], [-10.242257, -18.211265, 17.382375], [-10.173264, -17.646059, 15.912709], [-9.174208, -18.403408, 14.994874], [-7.864572, -18.432518, 15.762982], [-9.648666, -19.865374, 14.786809], [-10.771568, -20.075488, 13.761394], [-8.887385, -17.625177, 13.648231], [-10.157233, -16.967711, 12.968028], [-10.464976, -15.801116, 13.760119], [-11.502925, -14.992534, 13.293730], [-10.109204, -19.287431, 17.493106], [-11.175576, -17.924438, 17.866889], [-9.626116, -17.668390, 18.099146], [-9.805047, -16.622882, 15.987780], [-11.103237, -17.733499, 15.350923], [-7.895167, -19.146848, 16.585720], [-7.584218, -17.417511, 16.044503], [-7.094049, -18.843561, 15.110727], [-9.897080, -20.354441, 15.728729], [-8.871510, -20.489469, 14.345639], [-11.189695, -21.076401, 13.868333], [-10.521827, -20.071361, 12.700401], [-11.576610, -19.354695, 13.904473], [-8.480440, -18.379670, 12.975001], [-8.206745, -16.789675, 13.811826], [-11.071859, -17.558728, 12.920494], [-9.964898, -16.660694, 11.939994], [-11.829399, -14.336438, 14.100608], [-12.323240, -15.536436, 12.825361], [-11.041402, -14.439782, 12.475463], [-2.770250, -21.378705, 8.699066], [-1.975832, -20.708281, 9.845202], [-2.476505, -20.827578, 10.968112], [-0.948588, -20.010899, 9.610527], [-2.885403, -22.441133, 8.913779], [-2.240836, -21.309387, 7.748799], [-3.714792, -20.859188, 8.537670], [-8.555691, -17.848825, 9.011207], [-9.487741, -19.053450, 8.706718], [-10.344785, -19.350222, 9.512117], [-9.270546, -19.629559, 7.633234], [-8.042789, -17.516570, 8.108629], [-7.792004, -18.260425, 9.671101], [-9.031611, -17.002060, 9.505771], [-3.087289, -24.989870, 16.090649], [-1.973974, -25.034966, 14.984395], [-2.309340, -25.426090, 13.838989], [-0.835385, -24.573689, 15.376777], [-2.636578, -24.519068, 16.964325], [-3.479300, -25.966718, 16.373800], [-3.844650, -24.255822, 15.815566], [-5.809716, -27.038179, 8.446876], [-5.142882, -26.125759, 9.470336], [-5.300882, -26.331820, 10.658339], [-4.547464, -25.073091, 9.062592], [-6.893533, -27.071092, 8.558028], [-5.384835, -28.036765, 8.548947], [-5.695199, -26.722061, 7.410028]], "forces_ev_per_angstrom": [[-0.1, -0.3, 0.0], [2.1, 1.6, 0.4], [-2.1, -1.1, 0.3], [1.8, -2.1, 1.1], [-1.3, 1.0, -0.2], [0.9, -0.7, 0.5], [-0.4, 0.6, -0.6], [0.1, -1.0, 0.0], [-0.4, 0.8, 0.0], [-0.4, -0.6, -0.3], [-0.1, -0.4, -0.6], [-0.7, 1.0, 0.2], [-0.3, 0.3, 0.1], [-0.5, -0.3, -0.9], [0.2, 0.3, 0.3], [0.8, 0.5, 0.0], [0.1, 0.0, -0.3], [0.0, 0.0, 0.1], [0.3, -0.4, -0.5], [0.8, 0.0, 1.2], [1.3, 0.3, -0.2], [-1.7, -0.4, 0.7], [0.1, 0.3, -1.1], [0.3, 1.1, -0.5], [0.0, -1.3, 0.1], [1.0, 0.1, -0.9], [-1.0, -0.2, 0.1], [0.3, -0.1, -0.3], [-0.2, 0.1, 0.2], [0.1, 0.8, 0.1], [-0.1, -0.2, 0.0], [0.1, 0.3, 0.2], [-0.2, 0.1, -0.1], [-0.4, -0.4, 1.0], [0.0, -0.4, -0.3], [-0.1, -0.1, 0.0], [0.7, 0.3, 0.4], [1.6, 0.2, 0.8], [-1.9, 0.1, -1.6], [2.4, -0.4, 0.7], [-1.0, 0.1, 0.2], [-2.2, 1.5, 1.4], [0.1, -0.9, 0.8], [-0.1, -1.3, -1.5], [0.0, 0.8, -0.5], [-0.2, 0.2, -0.6], [-0.1, -0.5, 0.1], [-0.3, 0.0, -0.2], [0.0, -0.4, -0.8], [0.5, -0.8, 0.3], [0.3, 0.4, 0.5], [-0.2, 0.1, -0.1], [0.6, -0.2, 0.1], [-0.4, 0.3, -0.3], [0.2, -0.4, 0.2], [0.8, 0.2, 0.6], [-0.6, -0.1, -1.0], [0.0, 2.1, -1.4], [-2.1, -0.8, 0.6], [0.3, 0.8, 1.0], [-0.7, -1.1, 0.5], [-0.9, 1.1, -3.6], [1.1, -1.5, 2.7], [0.7, 1.6, 0.1], [1.2, -0.3, 0.0], [-1.1, -0.8, -1.2], [0.1, 0.4, 0.3], [-0.1, -0.2, 0.2], [0.1, 0.2, -0.5], [0.2, -0.1, -0.2], [0.3, -0.2, 0.4], [-0.2, 0.0, -0.1], [-0.4, -0.1, -0.2], [0.7, -0.6, 0.3], [-0.5, 0.0, -0.3], [0.2, 0.0, 0.2], [0.2, -0.1, -0.6], [0.0, 0.2, -0.3], [0.1, -0.1, 0.4], [-0.2, -0.7, -0.2], [0.5, 0.3, 0.4], [0.3, -0.3, 0.3], [0.0, 0.0, 0.3], [-0.5, -0.3, 0.6], [-0.5, -0.1, 0.1], [0.0, 0.2, -0.5], [-0.1, -0.5, 0.0], [-0.2, 0.7, 0.0], [0.4, 0.4, 0.2], [0.7, -0.4, 0.5], [-0.6, 0.4, 0.5], [0.8, 0.0, -0.6], [0.2, -0.1, 0.2], [-1.7, -1.7, -0.9], [-0.9, 0.4, 2.0], [0.0, 1.2, -2.7], [0.9, -0.1, -0.3], [1.1, -1.0, 0.1], [-1.9, -0.3, 0.2], [-0.6, 1.6, 0.2], [-0.7, -0.7, -0.8], [-0.6, 0.4, 0.6], [-0.3, -0.2, -0.3], [-0.2, -0.2, -0.1], [0.1, -0.1, 0.3], [0.3, -0.2, -0.2], [0.1, 0.2, 0.4], [0.4, 0.1, 0.1], [0.4, 0.2, 0.0], [0.5, 0.1, -0.3], [-0.3, -0.4, 0.9], [0.0, 0.0, 0.0], [0.5, 0.3, 0.3], [-0.1, -0.5, 0.8], [0.1, 0.2, -0.3], [0.0, 0.0, 0.4], [0.0, 0.0, -0.1], [0.0, 0.2, -0.3], [0.9, 0.6, -0.1], [0.4, -0.2, -0.2], [0.0, 0.0, 0.5], [0.3, 0.5, 0.3], [-0.1, -0.1, 0.1], [0.4, 0.0, 0.2], [0.2, -0.5, -0.2], [0.1, 0.4, -0.1], [0.3, -0.2, 0.5], [0.2, -0.1, 0.4], [1.3, 1.4, -0.1], [-0.5, -1.0, -1.2], [-0.2, -0.7, -1.6], [0.3, -0.1, 1.7], [-0.8, 0.3, -1.0], [1.2, 0.3, -0.4], [-0.8, 1.2, 0.0], [0.4, -1.0, 0.5], [-0.5, 0.5, 0.0], [-0.5, 0.2, 0.3], [0.0, 0.9, -0.6], [0.1, -0.7, 1.0], [1.1, 0.2, -0.3], [-0.2, -0.2, 1.1], [-0.6, -0.2, -0.1], [0.3, 0.5, 0.3], [0.1, -0.1, -0.2], [0.0, -0.2, 0.0], [-0.1, 0.1, 0.1], [0.3, 0.0, 0.1], [0.0, -0.6, 0.3], [0.0, 0.2, -0.6], [0.0, 0.3, 0.5], [-0.7, -0.5, 0.3], [0.1, 0.3, 0.1], [-0.3, -0.3, -0.8], [0.0, -0.3, 0.2], [-0.8, -0.2, -0.5], [-0.3, 0.7, -0.3], [0.3, -1.0, 0.6], [0.7, 0.1, 0.9], [0.2, -0.6, -1.0], [-0.1, -0.3, -1.7], [-0.8, 0.4, 0.2], [-2.3, -0.4, -0.5], [-0.2, 1.0, 1.4], [1.1, -1.7, 0.9], [0.3, 0.5, -1.3], [-0.1, 0.2, 0.0], [-0.6, -0.4, -0.7], [1.0, -0.2, -0.5], [-0.3, -0.1, -0.5], [-0.1, 0.4, 0.5], [-0.4, 0.5, 0.2], [-0.2, -0.2, 0.2], [0.0, 0.2, -0.3], [0.0, 0.7, 0.2], [0.9, 0.6, 0.3], [-0.1, 0.0, 0.5], [0.6, 0.5, 0.0], [-0.2, -0.3, 0.0], [0.2, 0.1, 0.0], [0.1, -0.3, 0.5], [0.3, -0.5, 0.0], [0.6, -0.2, -0.1], [0.0, -0.1, -0.2], [-0.3, -0.3, 0.4], [-0.5, 0.7, -0.1], [1.2, 0.2, -0.3], [1.9, 1.6, -2.7], [-1.8, -0.5, 3.1], [-1.3, -0.9, 0.0], [-0.5, 0.0, 0.0], [0.2, 0.1, 0.1], [-0.3, -0.2, 0.3], [0.2, -0.2, -0.1], [0.8, 1.0, -1.2], [-1.5, -0.3, 2.7], [1.0, -0.9, -1.3], [-0.1, 0.1, 0.0], [0.1, 0.1, 0.3], [-0.2, -0.1, 0.0], [1.1, 0.6, 0.1], [0.6, 0.7, 0.4], [0.3, 0.7, 0.6], [-1.4, -0.4, -1.0], [0.2, -0.3, 0.3], [-0.1, 0.1, -0.3], [-0.5, -0.4, -0.5], [0.2, -0.1, -0.5], [-0.3, 1.8, -1.3], [-0.4, -1.0, 2.3], [0.4, 0.3, -0.6], [0.0, -0.2, 0.6], [-0.3, -0.1, 0.0], [0.6, 0.2, 0.1]], "lowdin_charge": [-0.016, -0.311, -0.127, -0.154, -0.111, 0.259, 0.168, 0.169, 0.173, 0.057, 0.097, 0.091, 0.120, 0.146, 0.146, 0.072, 0.101, 0.079, -0.038, -0.257, -0.144, -0.188, -0.088, 0.238, 0.103, 0.147, 0.152, 0.074, 0.092, 0.073, 0.147, 0.136, 0.138, 0.087, 0.089, 0.097, -0.047, -0.236, -0.132, -0.190, -0.098, 0.279, 0.102, 0.085, 0.104, 0.062, 0.058, 0.069, 0.142, 0.100, 0.117, 0.084, 0.070, 0.070, -0.081, -0.273, -0.210, -0.095, -0.159, -0.063, -0.092, -0.217, -0.090, -0.073, -0.190, -0.101, 0.083, 0.082, 0.074, 0.101, 0.123, 0.132, 0.093, 0.126, 0.132, 0.103, 0.125, 0.091, 0.130, 0.105, 0.130, 0.133, 0.149, 0.105, 0.102, 0.107, 0.105, 0.058, 0.083, 0.047, -0.085, -0.226, -0.209, -0.116, -0.130, -0.085, -0.137, -0.130, -0.106, -0.095, -0.232, -0.074, 0.073, 0.072, 0.048, 0.113, 0.114, 0.099, 0.122, 0.132, 0.125, 0.123, 0.127, 0.114, 0.135, 0.091, 0.107, 0.112, 0.113, 0.112, 0.130, 0.113, 0.106, 0.076, 0.080, 0.083, -0.048, -0.125, -0.188, 0.001, -0.097, -0.022, -0.036, -0.177, -0.207, -0.069, 0.091, 0.071, 0.080, 0.110, 0.118, 0.110, 0.094, 0.102, 0.102, 0.098, 0.070, 0.069, 0.060, 0.127, 0.114, 0.131, 0.089, 0.093, 0.088, 0.066, -0.051, -0.106, -0.222, -0.013, -0.158, -0.051, -0.007, -0.143, -0.245, -0.086, 0.063, 0.090, 0.082, 0.129, 0.122, 0.095, 0.117, 0.094, 0.111, 0.092, 0.091, 0.084, 0.076, 0.118, 0.134, 0.112, 0.127, 0.103, 0.097, 0.096, -0.003, -0.788, -0.110, -0.050, 0.065, 0.078, 0.050, -0.035, -0.848, -0.047, -0.066, 0.063, 0.014, 0.057, -0.032, -0.683, -0.058, -0.106, 0.058, 0.073, 0.031, -0.021, -0.781, -0.028, -0.126, 0.071, 0.081, 0.049]}